Here is a molecular structure, CHCl4P at a distorted geometry from the OMol25 dataset. Energies are from the ωB97M-V functional and the def2-TZVPD basis.

The geometry in XYZ format:
```
7
Properties=species:S:1:pos:R:3:mulliken_charge:R:1
C 1.1853 -0.5885 -0.0171 0.257
P -1.8533 0.1864 -0.6302 0.104
Cl 2.1267 -1.3339 -1.2119 -0.123
Cl 1.4746 1.0561 0.2333 -0.086
Cl 1.2815 -1.4399 1.4049 -0.107
Cl -1.4406 2.0969 -0.3814 -0.129
H -2.7742 0.0229 0.6024 0.085
```

Results
LUMO level (spin up / spin down): -1.27 / -1.13 eV
total energy: -2220.72093 a.u.
relative energy (zero: lowest compared OMol25 entry of this formula, charge and spin): 246.18 kJ/mol
orbital gap (spin up / spin down): 7.55 / 7.44 eV
net charge: 0